This record from the Open Molecules 2025 dataset describes Cl4O16Sr as an isolated structure in a non-equilibrium geometry. The level of theory is ωB97M-V/def2-TZVPD.

E_LUMO = -2.563 eV
largest force on an atom = 16.767 eV/A
ΔE to the lowest compared entry with this formula, charge and spin = 355.9 kcal per mole
frontier orbital gap = 1.18 eV
E_HOMO = -3.745 eV
net charge = -2

Each line ends with the Mulliken charge.
Element x y z (Å)
Sr: 0.904 -6.312 -1.688  1.042
Cl: 2.766 0.631 8.696  1.497
O: 3.327 -0.453 8.079  -0.479
O: 2.275 0.523 10.048  -0.543
O: 3.980 1.124 8.438  -0.452
O: 1.730 1.273 7.853  -0.549
Cl: -5.045 -1.582 -2.162  1.516
O: -3.986 -1.815 -1.217  -0.602
O: -4.681 -2.433 -3.380  -0.633
O: -6.290 -1.940 -1.582  -0.579
O: -4.842 -0.173 -2.583  -0.565
Cl: -0.341 1.973 -6.824  1.523
O: -0.135 0.629 -6.301  -0.601
O: -1.795 2.172 -7.054  -0.607
O: 0.095 3.057 -5.825  -0.617
O: 0.424 2.151 -7.901  -0.538
Cl: 2.373 0.243 0.662  1.545
O: 2.382 1.364 -0.344  -0.579
O: 1.582 0.642 1.758  -0.577
O: 1.692 -0.889 0.057  -0.604
O: 3.584 -0.185 1.272  -0.599



This record from the Open Molecules 2025 dataset describes C6H8N2 as an isolated structure in a non-equilibrium geometry. The level of theory is ωB97M-V/def2-TZVPD.

E_LUMO = 0.628 eV
largest force on an atom = 10.182 eV/A
ΔE to the lowest compared entry with this formula, charge and spin = 129.7 kcal per mole
frontier orbital gap = 10.52 eV
E_HOMO = -9.892 eV

Each line ends with the Mulliken charge.
Element x y z (Å)
C: 2.284 -0.282 -0.042  -0.158
C: 0.807 -0.027 0.255  1.377
C: 0.472 1.026 0.975  -1.140
C: 0.048 0.870 -0.485  -0.149
C: -1.282 0.280 -0.617  -1.440
C: -1.300 -1.087 -0.092  -0.282
H: -0.412 1.083 1.638  0.304
H: 1.184 1.941 1.038  0.280
H: 0.374 1.795 -1.039  0.407
H: -1.660 0.440 -1.495  0.629
H: -1.921 0.904 -0.071  0.389
H: -1.954 -1.658 0.611  0.350
H: -1.060 -1.730 -1.044  0.190
H: 0.977 -1.897 0.085  0.355
N: 3.309 -0.446 -0.496  -0.444
N: 0.133 -1.212 0.781  -0.670



This record from the Open Molecules 2025 dataset describes a 8-piece molecular cluster, C46H96N4O12S2 overall in a non-equilibrium geometry. The level of theory is ωB97M-V/def2-TZVPD.

E_LUMO = 0.184 eV
largest force on an atom = 7.548 eV/A
ΔE to the lowest compared entry with this formula, charge and spin = 64.3 kcal per mole
frontier orbital gap = 8.29 eV
E_HOMO = -8.102 eV

Each line ends with the Mulliken charge.
Element x y z (Å)
C: -4.981 1.699 -5.939  -1.985
C: -4.638 2.055 -4.429  1.458
C: -5.613 3.173 -4.081  -1.047
C: -5.692 3.387 -2.623  -0.764
C: -5.936 2.188 -1.699  -0.998
C: -5.022 0.910 -2.121  1.767
N: -4.819 0.886 -3.642  0.388
O: -4.084 -0.162 -4.172  -0.475
C: -3.615 0.832 -1.463  -1.062
C: -5.771 -0.404 -1.720  -1.877
C: -3.185 2.596 -4.574  -1.569
H: -4.444 0.852 -6.367  0.412
H: -4.654 2.535 -6.558  0.453
H: -6.031 1.529 -6.177  0.442
H: -5.306 4.125 -4.514  0.335
H: -6.570 3.019 -4.579  0.414
H: -6.366 4.187 -2.318  0.459
H: -4.725 3.786 -2.317  0.227
H: -6.978 1.932 -1.890  0.352
H: -5.873 2.455 -0.644  0.399
H: -2.909 1.290 -2.155  0.313
H: -3.543 1.264 -0.465  0.305
H: -3.269 -0.180 -1.251  -0.314
H: -6.577 -0.323 -2.451  0.574
H: -5.222 -1.329 -1.900  0.199
H: -6.427 -0.325 -0.853  0.380
H: -2.486 1.822 -4.256  0.196
H: -2.918 3.351 -3.835  0.341
H: -2.874 3.130 -5.472  0.367
H: -4.798 -0.679 -4.553  0.363
C: 0.330 4.635 3.048  -1.599
C: -1.141 4.206 3.076  1.805
C: -1.448 3.087 4.054  -0.642
C: -1.392 3.472 5.512  -0.667
C: -2.352 4.732 5.725  -1.331
C: -2.214 5.959 4.717  1.193
N: -2.050 5.417 3.423  0.116
O: -2.156 6.438 2.464  -0.454
C: -3.633 6.655 4.789  -1.849
C: -0.907 6.700 5.195  -1.347
C: -1.539 3.785 1.623  -1.735
H: 0.559 4.586 4.113  0.467
H: 0.761 5.481 2.513  0.256
H: 0.872 3.713 2.838  0.367
H: -2.435 2.684 3.827  0.461
H: -0.696 2.362 3.742  -0.142
H: -0.341 3.630 5.756  0.310
H: -1.781 2.697 6.172  0.427
H: -1.952 5.173 6.638  0.461
H: -3.409 4.474 5.793  0.417
H: -3.752 7.501 4.113  0.365
H: -4.394 5.940 4.476  0.426
H: -3.801 7.014 5.804  0.421
H: -0.177 6.087 5.724  0.384
H: -0.419 7.286 4.416  0.176
H: -1.191 7.293 6.064  0.465
H: -1.383 4.593 0.909  0.438
H: -2.623 3.677 1.672  0.595
H: -1.023 2.855 1.384  -0.113
H: -1.337 6.877 2.702  0.406
C: 6.337 0.045 -0.942  -1.505
C: 6.721 -0.037 0.576  1.911
C: 5.706 0.840 1.390  -1.844
C: 4.255 0.286 1.548  0.535
C: 4.431 -1.168 2.090  -1.284
C: 5.387 -2.077 1.277  1.823
N: 6.733 -1.375 1.164  0.307
O: 7.755 -2.126 0.584  -0.479
C: 5.599 -3.374 2.111  -2.104
C: 4.797 -2.557 -0.136  -1.493
C: 7.979 0.692 0.892  -2.119
H: 6.728 0.983 -1.339  0.452
H: 5.257 -0.010 -1.074  0.058
H: 6.793 -0.646 -1.651  0.275
H: 6.101 0.844 2.406  0.455
H: 5.588 1.790 0.870  0.441
H: 3.720 0.547 0.635  -0.343
H: 3.849 0.899 2.353  0.307
H: 3.453 -1.634 2.211  0.227
H: 4.897 -1.119 3.074  0.385
H: 5.959 -3.150 3.115  0.426
H: 4.698 -3.979 2.214  0.385
H: 6.408 -3.924 1.630  0.489
H: 5.588 -2.744 -0.861  0.207
H: 4.211 -3.428 0.161  0.516
H: 4.198 -1.731 -0.518  0.190
H: 8.867 0.224 0.465  0.460
H: 8.107 0.524 1.961  0.496
H: 8.063 1.719 0.536  0.381
H: 8.437 -1.999 1.247  0.375
C: -2.339 -8.167 -3.242  -1.967
C: -1.757 -7.270 -2.119  1.589
C: -0.413 -6.712 -2.584  -1.484
C: 0.073 -5.522 -1.730  -0.326
C: -0.980 -4.467 -2.041  -0.996
C: -2.411 -4.809 -1.441  2.381
N: -2.748 -6.184 -1.823  0.096
O: -3.980 -6.662 -1.230  -0.465
C: -2.309 -4.706 0.090  -1.543
C: -3.355 -3.677 -1.947  -2.027
C: -1.498 -8.225 -0.810  -1.744
H: -1.680 -8.936 -3.644  0.342
H: -2.774 -7.516 -4.001  0.451
H: -3.221 -8.589 -2.761  0.425
H: 0.304 -7.530 -2.658  0.499
H: -0.511 -6.375 -3.616  0.436
H: 1.043 -5.132 -2.038  0.387
H: 0.158 -5.822 -0.685  0.301
H: -1.051 -4.311 -3.117  0.602
H: -0.757 -3.445 -1.733  -0.426
H: -1.860 -3.773 0.431  -0.055
H: -3.272 -4.734 0.600  0.520
H: -1.769 -5.505 0.599  0.285
H: -3.069 -2.634 -1.811  0.039
H: -3.500 -3.963 -2.989  0.440
H: -4.331 -3.735 -1.466  0.516
H: -1.012 -7.745 0.040  0.339
H: -0.985 -9.144 -1.092  0.457
H: -2.333 -8.682 -0.279  0.472
H: -3.734 -6.958 -0.351  0.341
C: 1.844 4.744 -1.451  -1.095
S: 1.735 2.885 -1.256  1.011
O: 0.906 2.424 -2.404  -0.757
C: 3.495 2.728 -1.876  -1.509
H: 0.938 5.090 -1.948  0.401
H: 2.777 5.110 -1.878  0.361
H: 1.649 5.148 -0.457  0.259
H: 4.139 3.109 -1.083  0.441
H: 3.520 3.348 -2.773  0.676
H: 3.624 1.698 -2.207  0.190
C: 0.936 -0.534 -4.321  -0.092
S: 1.431 -1.884 -5.382  0.458
O: 2.582 -1.543 -6.298  -0.661
C: 2.129 -3.078 -4.141  0.030
H: 0.602 -1.158 -3.492  -0.230
H: 0.316 0.179 -4.864  0.331
H: 1.654 0.143 -3.860  0.107
H: 2.876 -2.636 -3.482  0.225
H: 2.566 -3.931 -4.660  0.403
H: 1.328 -3.373 -3.462  -0.530
C: 1.920 -0.641 4.844  0.167
C: 3.052 -1.059 5.810  -0.574
O: 3.674 0.107 6.264  -0.385
C: 3.391 1.116 5.478  0.582
O: 4.172 2.041 5.403  -0.538
O: 2.485 0.634 4.481  -0.105
H: 0.925 -0.586 5.288  0.363
H: 1.996 -1.398 4.063  -0.051
H: 3.709 -1.846 5.439  0.231
H: 2.726 -1.576 6.713  0.375
C: 0.542 0.262 1.028  1.481
C: -0.119 -0.143 -0.164  0.710
O: -0.149 -1.507 -0.146  -0.347
C: 0.546 -1.883 0.872  0.403
O: 0.570 -3.041 1.307  -0.692
O: 0.806 -0.893 1.653  -0.145
H: -0.101 0.860 1.675  -0.676
H: 1.461 0.822 0.860  -0.198
H: 0.318 0.169 -1.113  0.000
H: -1.177 0.103 -0.256  -0.566



This record from the Open Molecules 2025 dataset describes a 2-piece molecular cluster, C4H2S5 overall in a non-equilibrium geometry. The level of theory is ωB97M-V/def2-TZVPD.

multiplicity = 3
E_LUMO (spin up / spin down) = -0.083 / -2.959 eV
largest force on an atom = 3.714 eV/A
⟨S²⟩ = 2.02
frontier orbital gap (spin up / spin down) = 7.62 / 5.39 eV
E_HOMO (spin up / spin down) = -7.707 / -8.346 eV

Each line ends with the Mulliken charge.
Element x y z (Å)
C: -0.560 0.861 -0.867  -0.459
C: 0.337 -0.278 -0.810  0.348
C: -2.371 -0.502 0.744  0.586
C: 1.545 -0.088 0.008  -0.503
S: -1.722 -0.237 2.081  -0.285
S: 0.123 2.311 -0.389  0.066
S: -0.004 -1.769 -1.424  0.001
S: -3.061 -0.984 -0.537  -0.243
S: 1.915 1.658 0.445  -0.133
H: 1.274 -0.446 1.103  0.224
H: 2.522 -0.527 -0.353  0.398



Question: The lowest largest force on an atom belongs to which entry?
Answer: C4H2S5



Question: Which value of largest force on an atom does entry 3 give?
Answer: 7.548 eV/A



Question: largest force on an atom of number 3 (C46H96N4O12S2)?
Answer: 7.548 eV/A